Entry a
Entry from the Open Molecules 2025 dataset: a cluster of 3 separate species, C5H16O2S in total (ωB97M-V with the def2-TZVPD basis set).

Last column: Löwdin charge in e.
Atoms and positions in Å:
C (-0.55905, 0.95527, 2.66436)  -0.11
C (-1.06623, 0.62266, 1.25971)  -0.27
C (-0.60752, -0.75024, 0.75701)  -0.26
C (0.90591, -0.96490, 0.82834)  -0.48
S (1.91634, 0.24323, -0.08764)  0.82
C (2.69111, -0.84736, -1.32089)  -0.39
H (-0.73373, 0.11597, 3.32870)  0.07
H (0.50551, 1.20325, 2.67771)  0.07
H (-1.08020, 1.82495, 3.05929)  0.07
H (-0.74730, 1.38989, 0.55529)  0.08
H (-2.15872, 0.62231, 1.27008)  0.11
H (-0.96058, -0.88384, -0.26452)  0.09
H (-1.03985, -1.52235, 1.40185)  0.12
H (1.25549, -0.96174, 1.85638)  0.06
H (1.14413, -1.95140, 0.44284)  0.07
H (3.27336, -1.61266, -0.81048)  0.03
H (3.37370, -0.22319, -1.88989)  0.03
H (1.93113, -1.29148, -1.95069)  0.04
O (-0.31359, 1.23125, -2.35167)  -0.09
H (0.33245, 0.93304, -1.67578)  -0.04
H (-0.33085, 2.20543, -2.28432)  0.07
O (-2.72186, -0.24093, -2.14889)  -0.08
H (-3.10000, -0.36657, -3.02612)  0.03
H (-1.90964, 0.26940, -2.29070)  -0.02

Values from the calculation:
- Kohn-Sham gap: 9.7 eV
- Lowest unoccupied orbital energy: 0.69 eV


Entry b
Entry from the Open Molecules 2025 dataset: a cluster of 3 separate species, C5H16O2S in total (ωB97M-V with the def2-TZVPD basis set).

Last column: Löwdin charge in e.
Atoms and positions in Å:
C (-1.45376, -0.69923, -2.96632)  -0.11
C (-1.59454, 0.07495, -1.65103)  -0.26
C (-1.04400, -0.68114, -0.45313)  -0.28
C (0.37570, -1.23930, -0.40996)  -0.52
S (1.72652, -0.03418, -0.27283)  0.79
C (1.70226, 0.67972, -1.92604)  -0.42
H (-2.21598, -1.46360, -3.15178)  0.07
H (-0.50813, -1.22095, -3.08503)  0.05
H (-1.59934, -0.05423, -3.84063)  0.07
H (-1.12001, 1.05027, -1.73992)  0.09
H (-2.64274, 0.30828, -1.46699)  0.10
H (-1.07232, 0.03535, 0.37667)  0.10
H (-1.68124, -1.52802, -0.17557)  0.11
H (0.70945, -1.96967, -1.14809)  0.07
H (0.40951, -1.75092, 0.55588)  0.07
H (1.22109, 1.66137, -1.91108)  0.03
H (2.71475, 0.97332, -2.21182)  0.03
H (1.25297, -0.05328, -2.57934)  0.02
O (1.14100, 2.71568, 3.35809)  -0.09
H (1.26426, 1.91377, 2.82918)  0.02
H (1.90099, 2.78908, 3.97724)  0.05
O (0.27125, -0.60199, 5.61200)  -0.04
H (-0.49402, -0.10949, 5.86502)  0.02
H (0.73630, -0.79577, 6.41547)  0.02

Values from the calculation:
- Kohn-Sham gap: 9.1 eV
- Lowest unoccupied orbital energy: 0.73 eV


How do the energies compare? Relative to the most stable structure, in kJ/mol: entry a 0.0; entry b 78.0.


Entry a
Entry from the Open Molecules 2025 dataset: the ion C4H7IN with charge +1 (ωB97M-V with the def2-TZVPD basis set).

Last column: Löwdin charge in e.
Atoms and positions in Å:
N (-0.51096, -1.22251, 1.05982)  0.20
C (-0.92772, -0.32969, -0.17845)  -0.09
C (-0.16449, 0.95874, -0.48615)  -0.21
C (0.86217, 1.19551, -1.57915)  -0.05
C (1.51277, 0.95673, -0.47193)  -0.65
I (3.06954, 0.61049, 0.87693)  0.90
H (0.40362, -1.66669, 0.89417)  0.16
H (-1.26481, -1.85271, 1.29395)  0.16
H (-0.50760, -0.68235, 1.89518)  0.14
H (-0.81877, -1.17103, -0.90685)  0.15
H (-1.87479, -0.13726, 0.09005)  0.08
H (-0.76469, 1.73020, 0.04468)  0.13
H (0.98572, 1.61056, -2.53223)  0.09

Values from the calculation:
- Kohn-Sham gap: 9.4 eV
- Net charge: +1
- Lowest unoccupied orbital energy: -3.76 eV


Entry b
Entry from the Open Molecules 2025 dataset: the ion C4H7IN with charge +1 (ωB97M-V with the def2-TZVPD basis set).

Last column: Löwdin charge in e.
Atoms and positions in Å:
C (-1.18965, 1.49198, 0.80652)  0.18
N (-0.81532, 0.80474, -0.21684)  0.04
C (-0.18900, -0.66533, -0.40462)  -0.78
I (-1.74868, -2.03457, -1.01026)  0.92
C (0.85363, -0.91099, 0.60778)  -0.11
C (1.26536, -0.54997, -0.80722)  -0.06
H (-0.71307, 1.15515, 1.73111)  0.13
H (-1.68750, 2.39674, 0.75129)  0.10
H (-1.07058, 1.30432, -1.13942)  0.20
H (1.04958, -1.87104, 0.98539)  0.11
H (1.17296, -0.17286, 1.26414)  0.09
H (1.40771, 0.37927, -1.16015)  0.07
H (1.66456, -1.32743, -1.40772)  0.11

Values from the calculation:
- Kohn-Sham gap: 8.4 eV
- Net charge: +1
- Lowest unoccupied orbital energy: -5.35 eV


How do the energies compare? Relative to the most stable structure, in kJ/mol: entry a 63.0; entry b 0.0.


Entry a
Entry from the Open Molecules 2025 dataset: an isolated molecule of H2O4 (ωB97M-V with the def2-TZVPD basis set).

Last column: Löwdin charge in e.
Atoms and positions in Å:
O (1.09603, 1.25858, -0.18338)  -0.03
O (0.17123, 0.69790, 0.61813)  -0.12
O (0.27701, -0.82329, 0.66162)  -0.07
O (-0.77722, -1.10993, -0.22976)  -0.06
H (0.85618, 1.23477, -1.16072)  0.14
H (-1.62322, -1.25801, 0.29411)  0.13

Values from the calculation:
- Kohn-Sham gap: 11.8 eV
- Lowest unoccupied orbital energy: 0.79 eV


Entry b
Entry from the Open Molecules 2025 dataset: a structure of composition H2O4 (ωB97M-V with the def2-TZVPD basis set).

Last column: Löwdin charge in e.
Atoms and positions in Å:
O (1.76563, -0.13760, 0.28207)  -0.06
O (-1.73189, 0.22296, 0.14597)  -0.01
O (0.68705, 0.54105, -0.15204)  -0.08
O (-0.65753, -0.57453, -0.25400)  -0.07
H (2.36048, -0.60171, -0.38442)  0.14
H (-1.72469, 0.24998, 1.07080)  0.06

Values from the calculation:
- Kohn-Sham gap (alpha / beta): 9.9 / 9.9 eV
- Lowest unoccupied orbital energy (alpha / beta): -0.66 / -0.66 eV


How do the energies compare? Relative to the most stable structure, in kJ/mol: entry a 0.0; entry b 53.0.


Entry a
Entry from the Open Molecules 2025 dataset: a cluster of 2 separate species, C2H10N2 in total (ωB97M-V with the def2-TZVPD basis set).

Last column: Löwdin charge in e.
Atoms and positions in Å:
N (0.59650, -1.42258, 0.43082)  -0.01
C (-0.27076, -2.04250, -0.53317)  -0.39
N (-0.68376, -3.40813, -0.16120)  -0.02
H (0.90646, -1.92068, 1.24327)  0.06
H (0.54435, -0.42501, 0.49821)  0.05
H (0.14715, -2.13049, -1.54296)  0.09
H (-1.19516, -1.45797, -0.64860)  0.10
H (-1.34562, -3.38620, 0.61048)  0.06
H (0.15184, -3.87452, 0.17756)  0.05
C (0.20686, 3.99136, -0.01031)  -0.05
H (0.87118, 3.46657, 0.66576)  0.01
H (0.59184, 3.91074, -1.03069)  0.02
H (-0.82320, 3.66325, 0.06264)  0.01
H (0.30233, 5.03616, 0.23819)  0.01

Values from the calculation:
- Kohn-Sham gap: 9.8 eV
- Lowest unoccupied orbital energy: 0.92 eV


Entry b
Entry from the Open Molecules 2025 dataset: a cluster of 2 separate species, C2H10N2 in total (ωB97M-V with the def2-TZVPD basis set).

Last column: Löwdin charge in e.
Atoms and positions in Å:
C (1.98297, 1.21837, 0.46742)  -0.18
N (1.11469, 0.00933, 0.38241)  -0.18
C (1.02890, -0.44126, -1.21319)  -0.03
H (2.93039, 0.89038, 0.67268)  0.04
H (1.75095, 1.76728, -0.46276)  0.07
H (1.64108, 1.85686, 1.27514)  0.07
H (0.22288, 0.37205, 0.93432)  0.11
H (0.45548, 0.26275, -1.56028)  -0.01
H (0.64054, -1.35150, -1.46517)  0.03
H (2.01079, -0.31433, -1.70187)  0.08
N (-3.53699, -1.37239, 0.61442)  -0.07
H (-2.52240, -1.10990, 1.05260)  0.06
H (-3.49399, -0.81563, -0.29487)  0.01
H (-4.22530, -0.97202, 1.29913)  0.00

Values from the calculation:
- Kohn-Sham gap: 9.5 eV
- Lowest unoccupied orbital energy: 0.84 eV


How do the energies compare? Relative to the most stable structure, in kJ/mol: entry a 0.0; entry b 195.9.